[1]
Here is a structure of composition C31H50BCl3GeN7ORuS4Si from the Open Molecules 2025 dataset. Energies are from ωB97M-V/def2-TZVPD.

The geometry in XYZ format:
```
100
Properties=species:S:1:pos:R:3:forces:R:3
C 1.931 3.380 -3.272 0.0026 0.0413 -0.0331
C -5.042 0.772 -3.482 -0.0386 -0.0507 0.0033
S -2.113 2.078 1.865 -0.1076 0.0508 0.0459
C 0.669 3.422 -0.650 -0.0433 -0.0232 0.0636
H 5.005 -2.272 0.825 -0.0031 0.0060 0.0084
Ru -3.604 0.491 0.721 0.4113 0.1192 -0.3059
N -0.201 1.042 0.328 0.1033 0.0940 -0.0920
H 1.757 -0.424 6.796 0.0088 -0.0026 0.0130
S -2.344 -1.288 -1.245 -0.1434 0.0802 -0.0039
C 3.346 -2.926 -0.361 -0.0122 0.0218 -0.0659
H 2.322 4.257 -2.755 -0.0088 0.0008 -0.0023
Cl -5.184 3.375 2.680 -0.0577 -0.0135 -0.0795
H -2.261 1.094 -1.419 0.0253 -0.0399 -0.0520
H 3.525 1.069 -1.261 0.0182 -0.0676 0.0417
C 2.912 0.728 3.745 0.0776 -0.0506 -0.0022
Si -5.093 2.224 0.944 0.0051 -0.4452 0.5126
N 1.302 -1.734 0.211 -0.3866 0.0571 -0.0608
H -0.266 -3.966 -3.728 -0.0053 -0.0175 0.0142
H -5.540 0.941 -4.438 0.0009 0.0146 -0.0226
H 3.744 -3.260 -2.495 0.0042 -0.0096 -0.0030
C -0.927 -3.503 -2.997 0.0586 -0.0514 -0.0361
H 3.478 -2.279 1.709 -0.0644 -0.0245 0.0458
C -2.736 -0.759 -5.092 -0.0110 -0.0190 -0.0257
H 2.489 1.731 3.816 -0.0291 -0.0082 -0.0181
C 4.111 -2.655 -1.665 0.0214 -0.0343 0.0166
H 3.683 2.826 -1.198 -0.0040 0.0025 -0.0025
H 2.527 3.244 -4.175 0.0179 -0.0077 0.0035
C -1.607 -0.913 4.497 0.0942 -0.0382 -0.1135
H 5.164 -2.897 -1.521 0.0062 0.0123 -0.0041
H -3.609 -0.491 5.094 0.0028 0.0258 0.0200
H 4.167 1.953 -2.659 -0.0028 -0.0020 -0.0070
H 1.703 -0.016 -2.708 0.0175 -0.0436 0.0414
H 3.799 -1.004 0.550 -0.0040 0.0661 -0.0393
H -1.326 2.265 -4.578 0.0194 0.0100 -0.0035
C -0.132 -2.863 -1.905 0.1110 0.1181 0.2106
H 0.722 1.005 -3.764 -0.0161 0.0195 0.0044
O -6.336 -2.046 0.985 0.0710 -0.0810 0.0420
C 1.168 -3.209 -1.640 -0.0525 0.0400 -0.0409
N -0.685 -0.555 2.337 0.2941 0.0873 0.0612
S -3.323 -1.165 2.426 -0.4035 0.3835 -0.3210
H 2.450 0.821 -4.079 -0.0116 0.0210 0.0056
H -0.353 5.569 0.422 0.0024 0.0029 -0.0001
H -0.595 4.796 2.002 -0.0042 -0.0149 0.0111
H -5.425 -0.140 -3.031 -0.0131 0.0014 -0.0212
H -1.879 4.736 0.815 0.0072 -0.0004 -0.0102
H -1.571 -2.784 -3.495 0.0008 0.0338 -0.0207
C -2.397 2.345 -4.386 0.0480 -0.0023 0.0127
H -1.015 0.355 -2.392 -0.0567 -0.0741 -0.0464
C -2.075 0.285 -2.138 0.0555 0.1409 0.1086
C -2.789 -1.149 5.378 0.0197 -0.0378 0.0354
C -0.373 -0.669 5.009 -0.0163 0.0071 -0.1109
C -0.756 2.215 0.844 0.0374 -0.1903 -0.0650
N -4.918 -0.464 -0.431 0.0718 -0.0847 -0.1250
H 2.298 -2.320 5.299 0.0046 0.0030 0.0107
H -2.560 3.111 -3.627 -0.0010 0.0087 0.0189
H 2.868 0.417 2.703 0.0117 -0.0221 -0.0331
H 2.901 -4.634 0.917 -0.0105 0.0095 0.0071
C 1.054 2.193 -1.223 0.0092 -0.0961 -0.0192
C 2.155 -0.246 4.651 -0.0320 -0.0248 -0.0181
N 0.031 -1.403 -0.039 -0.0913 0.1231 -0.0195
H 3.221 0.451 6.383 0.0097 -0.0062 -0.0135
C 3.470 -4.408 0.013 0.0491 -0.0386 0.0357
B -0.549 -0.235 0.853 -0.0713 -0.4357 -0.2628
H -3.246 -1.690 -4.841 0.0044 -0.0047 0.0168
C 2.185 0.283 6.085 -0.0479 0.0613 0.0203
N 0.553 -0.374 2.859 -0.1164 0.1491 0.0810
H 1.028 4.354 -1.060 0.0097 0.0068 0.0230
C 1.701 0.905 -3.288 0.0381 -0.0031 -0.0303
H -2.885 2.667 -5.306 -0.0190 -0.0001 -0.0117
H -5.276 1.596 -2.810 0.0201 0.0164 0.0311
C 2.814 -1.632 4.626 -0.0197 -0.0166 0.0329
Ge -3.132 0.638 -3.780 -0.0185 -0.0253 0.0451
C -0.794 4.713 0.932 0.0139 0.0070 -0.0035
H 4.517 -4.647 0.205 0.0031 -0.0063 -0.0045
H 3.122 -5.065 -0.785 -0.0230 0.0002 -0.0163
H 3.856 -1.563 4.944 0.0031 0.0036 -0.0116
S -5.966 -1.509 -0.324 -0.1522 0.1072 0.0183
H 2.777 -2.057 3.625 0.0241 0.0024 -0.0487
H 1.659 -3.956 -2.251 -0.0142 0.0206 -0.0177
H 4.039 -1.605 -1.953 -0.0095 0.0470 0.0037
C 3.936 -2.065 0.748 0.0950 0.0041 0.0196
C 1.882 -2.600 -0.590 -0.2472 -0.0031 -0.0468
H -2.522 -0.982 6.420 -0.0029 -0.0243 0.0055
Cl -7.095 1.947 0.444 0.0412 0.0370 0.0615
H -1.666 -0.951 -5.179 0.0279 0.0122 0.0177
H -0.236 -0.634 6.080 -0.0055 -0.0278 0.0070
C 0.726 -0.424 4.146 -0.0828 0.0500 -0.0313
C -0.688 -1.867 -1.068 0.3610 -0.0089 0.2987
C -0.247 3.433 0.383 -0.0011 0.1227 -0.0405
Cl -4.447 3.573 -0.560 0.0855 -0.0731 -0.0667
H 0.903 3.589 -3.575 -0.0152 -0.0023 -0.0013
C 2.015 2.119 -2.409 0.0042 -0.0259 0.0042
H -3.159 -2.169 5.264 -0.0172 -0.0030 -0.0182
H -1.573 -4.277 -2.577 -0.0312 0.0161 -0.0037
H -3.096 -0.437 -6.070 -0.0077 -0.0191 -0.0122
N 0.663 1.041 -0.752 -0.1050 0.0043 0.1124
C 3.437 1.984 -1.847 0.0033 0.0164 0.0009
H 3.958 0.777 4.052 -0.0151 -0.0032 0.0234
H 1.656 1.233 6.177 -0.0231 -0.0024 -0.0103
C -1.782 -0.862 3.065 0.2432 0.0212 0.2590
```
Forces are in eV/Å.

Summary:
molecular weight = 983.99 g/mol
HOMO-LUMO gap (spin up / spin down) = 4.7 / 5.6 eV
<S²> = 1.134
multiplicity = 2
total charge = 0



[2]
Here is a structure of composition C31H50BrN5OsP2 in a non-equilibrium geometry from the Open Molecules 2025 dataset. Energies are from ωB97M-V/def2-TZVPD.

The geometry in XYZ format:
```
90
Properties=species:S:1:pos:R:3:forces:R:3
C 2.811 -2.693 -0.976 0.4670 0.2225 -0.3899
H -2.282 -0.607 3.963 0.9645 -0.2555 0.3561
H -0.502 0.036 7.067 -0.2762 0.1270 -0.3709
H 0.132 -2.989 5.111 0.0291 0.0404 0.5366
H -2.258 -4.237 -1.181 0.1711 0.4326 0.0701
N 4.132 5.607 -3.609 -0.1863 -0.4263 0.2075
H 3.752 -2.135 -0.849 -0.4848 0.0105 -0.1291
H 1.899 -0.075 6.400 -0.0139 0.1089 -0.5372
H 2.807 1.340 -2.157 0.0889 -0.5146 0.2320
H -3.777 -0.503 -4.947 0.1406 -0.3227 0.0519
H 3.812 -0.588 1.212 -0.1463 0.1846 -0.2260
C -4.182 -3.382 -1.626 -0.3246 0.1497 -0.2440
C -2.987 2.391 1.139 1.3540 1.5203 -0.5864
H 2.968 4.915 -0.494 0.3214 0.0829 -0.3864
H 1.794 -0.767 2.813 -0.3062 -0.2816 0.2053
H -4.673 -4.024 -0.885 0.2310 0.1267 -0.1289
H -4.323 -3.848 -2.608 0.0335 0.0955 0.1948
H -2.051 -4.256 -4.516 0.1494 -0.0594 0.0950
H -1.677 0.691 5.841 0.0467 -0.0736 0.3914
H 4.085 1.137 1.289 -0.1384 -0.0844 -0.0511
C 1.999 4.219 -2.288 0.5864 -0.0872 0.1128
C -0.025 0.955 3.866 0.3364 0.0858 1.3732
C -2.198 3.133 0.212 -0.9689 -0.8317 0.3713
H -0.428 -4.957 -4.553 -0.0893 0.1866 0.1704
C 2.471 0.349 -2.505 0.9185 -0.2026 0.1221
H -2.181 -0.037 -3.223 -0.0931 -0.2252 -0.1367
C 1.701 -2.249 -0.010 -0.7771 -0.5650 0.9766
C -1.349 2.500 -0.729 0.7147 0.3369 -0.3812
H -4.703 -2.420 -1.610 0.0076 -0.1705 -0.0578
P 0.906 -0.561 -0.012 2.8001 1.1478 -1.0985
H 4.799 6.135 -1.719 0.0633 -0.3456 -0.1487
H -0.203 -2.496 -4.226 -0.1011 -0.0270 0.2095
C 3.014 4.907 -1.589 -2.2853 -0.9254 0.9197
C 4.048 5.576 -2.282 0.6678 1.0834 -0.9390
H 4.015 0.378 -0.287 -0.2234 -0.2166 0.3627
C -2.750 -0.974 -3.140 0.1656 0.9932 -0.1571
C 3.563 0.361 0.716 0.5939 -0.0326 0.0375
N -0.996 -1.254 5.481 1.2702 0.5529 -1.5297
C 2.181 4.195 -3.689 -1.6330 -1.4886 1.2525
H 0.344 -3.362 -2.784 -0.3374 0.1548 -0.1580
H -1.427 -2.192 3.678 -0.0070 0.6836 -0.2533
H -3.616 -0.735 -2.504 0.4017 -0.3933 -0.0214
N -0.269 -0.418 3.265 -0.1274 -0.5680 -0.8797
Os -1.161 -0.035 1.360 4.0602 -3.9541 3.1418
H -3.124 -0.205 -0.717 0.7506 -0.5677 0.8090
C -1.152 -4.434 -3.917 -0.4752 -0.6139 -0.1208
H -1.109 0.580 -1.805 0.5180 0.4394 -0.3350
H 3.312 4.929 -5.383 -0.0858 0.2145 0.1516
H -3.936 -2.204 -4.454 0.1932 0.1178 -0.2286
C -0.548 -3.136 -3.400 0.8900 0.1395 -0.3648
H -3.607 2.794 1.945 0.0985 0.1816 -0.5065
H 2.274 0.516 -3.576 -0.2168 -0.3081 0.3116
H 3.288 -0.383 -2.449 -0.2177 0.3839 0.0738
C 0.281 -2.003 5.570 0.2514 0.0146 -0.0923
H -2.400 -1.602 -5.185 -0.2847 -0.0473 -0.0102
H 2.334 0.520 4.735 -0.0094 -0.0854 0.4266
P -1.679 -2.206 -2.374 -1.1523 -0.4999 0.6086
H 1.683 0.909 1.689 0.4526 -0.0060 -0.3835
H 2.079 -2.372 1.017 -0.2555 -0.1433 -0.1905
H 0.594 -2.054 6.629 -0.1967 -0.2527 -0.5821
Br -3.783 -0.669 2.331 0.8380 1.8979 -2.0572
C 0.987 -1.250 3.386 0.5216 0.0698 1.5245
C 1.168 -0.066 -1.816 -1.3194 0.3527 -0.3983
N 0.338 0.862 5.315 -0.3841 -1.6431 -1.7311
H 1.912 1.579 0.095 -0.1772 -0.0114 0.0055
C 2.074 0.670 0.686 -0.0592 0.2526 0.7214
H -0.950 1.540 3.739 0.2639 -0.0378 0.1190
H 0.616 0.874 -1.894 -0.1285 -0.4792 -0.1323
C 1.575 0.013 5.348 0.0649 0.1572 0.1983
C -2.646 1.042 1.085 -2.6056 -0.7803 -1.3523
H -2.265 4.196 0.142 -0.0936 0.6141 0.3566
C -0.328 3.244 -1.492 0.7085 -1.1633 1.8971
H 3.088 -3.735 -0.764 -0.3380 0.2257 0.2327
H -2.604 -2.717 -0.282 -0.0891 -0.5012 -0.4133
C -0.765 0.107 6.000 0.1049 0.3402 0.1769
C 0.858 3.532 -1.634 -0.3699 1.3860 -1.7403
N 1.391 -1.354 4.801 -1.2644 0.7813 -0.4902
H 0.840 -2.933 -0.119 0.3005 0.0200 0.2076
C -3.238 -1.363 -4.522 -0.2835 -0.1650 -0.5725
C -2.698 -3.232 -1.269 0.3123 -0.1366 0.7837
H 0.661 -0.845 -2.413 0.1135 0.3934 0.0631
C -1.331 -1.147 4.034 -0.1274 -0.4427 2.8740
C -1.424 1.090 -0.922 -1.2681 0.4110 0.1244
H -1.406 -5.101 -3.084 0.0369 0.0786 -0.2970
H 0.745 -2.255 3.030 0.1397 0.1087 -0.1834
C -2.301 0.293 -0.172 -4.3839 1.5974 -2.0379
H 1.465 3.624 -4.293 0.3445 0.4475 0.0292
H 0.831 1.422 3.351 -0.4867 -0.1336 0.0794
H 2.522 -2.700 -2.036 0.0129 0.2961 0.2845
C 3.239 4.906 -4.295 1.2924 0.8221 -0.4189
```
Forces are in eV/Å.

Summary:
molecular weight = 824.86 g/mol
HOMO-LUMO gap (spin up / spin down) = 5.4 / 3.3 eV
<S²> = 6.091
multiplicity = 5
total charge = +4



[3]
Here is a structure of composition C31H50FeIN3OS2Si3 from the Open Molecules 2025 dataset. Energies are from ωB97M-V/def2-TZVPD.

The geometry in XYZ format:
```
92
Properties=species:S:1:pos:R:3:forces:R:3
H 4.289 -1.395 -1.310 -0.0267 -0.0177 0.0250
H -0.714 3.260 -0.153 0.0027 0.0052 0.0270
C -2.773 -4.218 0.586 -0.0006 -0.0409 -0.0130
H 5.525 4.294 2.213 0.0050 0.0086 -0.0104
C 3.718 2.396 -4.091 -0.0598 -0.0094 -0.0154
C 0.171 -1.648 -2.899 0.0257 -0.0453 0.0506
H 4.720 -0.098 -0.179 0.0277 0.0206 -0.0726
C -1.828 -1.463 -0.470 0.5948 0.2206 0.2731
C -0.778 -2.648 2.243 0.0111 0.0906 0.0086
S 2.481 -0.855 0.075 -0.2135 -0.1126 -0.1384
C 0.094 -3.919 -0.306 -0.0086 -0.0019 -0.0600
H 3.112 4.181 1.675 -0.0005 0.0182 0.0002
I -0.352 2.922 -4.605 0.0300 0.0075 0.0218
H 3.196 0.718 -5.324 -0.0130 0.0019 -0.0147
Si -1.351 -3.000 0.469 -0.0659 -0.0528 -0.0042
C -2.450 -0.186 -3.243 -0.0074 0.0244 0.0299
C 5.757 2.164 2.290 -0.0013 0.0027 -0.0117
C -2.760 3.868 -0.401 -0.0295 0.0229 -0.0227
H 6.812 2.204 2.523 0.0028 0.0030 0.0096
H -0.416 1.622 -2.235 0.0794 -0.0050 -0.0529
C 3.116 -0.485 1.720 0.0523 0.1020 0.0759
C -4.063 3.405 -0.511 0.0148 0.0420 -0.0068
H 0.367 -4.757 0.340 0.0000 -0.0096 0.0173
H -5.042 -2.395 -0.856 -0.0078 -0.0160 0.0253
H 0.976 -3.290 -0.427 0.0327 0.0223 0.0153
C 4.077 1.914 -1.764 -0.0240 0.0420 0.0247
C -4.302 2.044 -0.427 0.0492 -0.0542 0.0006
C 3.463 0.150 -3.279 0.0509 0.0001 0.0014
H -4.814 -0.389 2.027 -0.0077 0.0134 -0.0006
N 1.160 0.777 4.334 0.1252 0.0588 -0.1188
S -0.798 1.287 2.596 0.1504 -0.1492 -0.0715
C -3.871 -0.901 1.821 -0.0221 -0.0001 0.0183
H 4.257 3.866 -2.625 0.0010 0.0136 -0.0018
H -3.107 -4.502 -0.414 -0.0128 -0.0202 -0.0030
N -0.903 0.092 4.991 0.0677 -0.1052 -0.1102
C -1.749 2.946 -0.224 -0.0071 -0.0595 -0.0473
C 3.681 3.272 1.813 0.0089 0.0055 0.0085
H -2.744 0.039 5.944 0.0028 -0.0083 0.0036
H -5.309 1.658 -0.514 -0.0179 -0.0045 0.0126
H -2.010 -4.078 -2.524 0.0048 -0.0362 -0.0031
H 3.695 3.103 -4.909 0.0058 0.0080 -0.0089
H 3.258 -0.897 -3.467 -0.0149 -0.0117 0.0063
H -3.536 -0.280 -3.242 -0.0109 0.0329 -0.0227
H 5.694 0.023 2.310 -0.0006 -0.0079 0.0125
H 1.688 1.426 3.769 0.0287 -0.0712 -0.0542
C 3.048 2.044 1.685 -0.0739 -0.0359 0.0994
H -1.605 -2.360 2.894 -0.0231 0.0047 -0.0160
C 3.767 0.861 1.864 -0.0079 -0.0135 0.1008
C 5.035 3.335 2.112 -0.0106 -0.0027 0.0087
H -2.478 -5.130 1.110 0.0123 -0.0067 0.0106
C 0.248 2.271 -2.782 0.0524 -0.0309 0.0061
H -3.099 -0.448 2.436 0.0278 -0.0021 -0.0199
H 3.818 -1.295 1.935 -0.0039 -0.0103 0.0169
C 4.029 2.825 -2.809 0.0168 -0.0043 0.0277
C -2.342 -0.117 4.946 0.0151 0.0000 0.0021
C 3.798 0.572 -1.996 0.0262 -0.0389 -0.0245
H 4.356 2.243 -0.769 -0.0058 -0.0100 -0.0225
H -3.632 -3.799 1.112 -0.0211 -0.0317 -0.0011
H -3.987 -1.945 2.117 -0.0174 0.0081 0.0262
H 0.231 -1.360 -3.952 -0.0345 -0.0139 -0.0158
C -0.152 0.656 4.049 -0.2038 0.1181 0.1537
O 1.406 0.206 -0.187 0.1531 0.1265 0.0578
H -4.879 4.099 -0.662 -0.0051 0.0016 -0.0020
C 3.436 1.057 -4.325 -0.1066 0.0568 -0.0006
H -0.151 -4.331 -1.285 -0.0047 -0.0180 -0.0205
H -2.210 0.795 -2.833 -0.0239 0.0391 -0.0130
H -4.953 -1.048 -1.986 -0.0277 -0.0264 -0.0106
C -2.443 -3.179 -2.963 -0.0325 0.0054 -0.0568
H -0.320 -3.550 2.657 -0.0366 -0.0334 0.0179
Fe -0.571 0.069 0.243 -0.1707 -0.1272 -0.0351
C -3.246 1.157 -0.239 0.0641 0.0769 -0.0202
H -3.511 -3.179 -2.736 -0.0018 -0.0074 -0.0035
H 2.248 -0.619 2.367 -0.0522 0.0246 0.0611
H -2.129 -0.188 -4.287 0.0200 -0.0165 -0.0195
C 5.124 0.935 2.168 -0.0025 0.0181 -0.0444
H -2.785 0.601 4.263 0.0061 0.0203 0.0313
H 1.484 0.650 5.280 0.0084 -0.0211 -0.0135
H -0.425 -0.283 5.796 -0.0138 0.0565 0.0338
H -0.032 -1.848 2.306 0.0260 -0.0091 -0.0457
H 0.806 -0.956 -2.344 0.0045 0.0782 0.0051
H -2.581 -1.126 4.612 -0.0106 0.0068 0.0006
C -4.965 -1.308 -0.929 -0.0012 0.0258 -0.0439
Si -1.628 -1.611 -2.332 -0.0660 -0.0325 0.0344
H -2.335 -3.258 -4.047 0.0031 0.0115 -0.0121
H -2.527 4.921 -0.462 0.0048 0.0051 -0.0013
H 1.254 2.485 -2.460 0.0400 -0.0244 -0.0067
Si -3.446 -0.734 0.004 -0.2062 -0.0778 -0.0698
H 1.993 2.004 1.441 -0.0143 -0.0196 -0.0001
N -1.979 1.631 -0.154 -0.1081 0.0158 -0.0031
C 3.978 -0.434 -0.901 -0.0340 -0.0349 -0.0158
H -5.872 -0.889 -0.489 -0.0071 0.0113 0.0183
H 0.593 -2.651 -2.806 0.0253 0.0106 0.0226
```
Forces are in eV/Å.

Summary:
molecular weight = 811.90 g/mol
HOMO-LUMO gap (spin up / spin down) = 8.0 / 8.5 eV
<S²> = 8.769
multiplicity = 6
total charge = +1



Let's list ΔE to the lowest compared entry with this formula, charge and spin in order: 359.8 0.0 6.9 kJ/mol.